{"formula": "C5H8N5O", "method": "wB97M-V/def2-TZVPD", "elements": ["C", "C", "C", "C", "C", "N", "N", "N", "N", "N", "O", "H", "H", "H", "H", "H", "H", "H", "H"], "xyz": [[-1.79, 0.07, -0.54], [1.97, 0.28, -0.05], [0.42, 2.17, 0.27], [-0.17, -0.12, 1.06], [0.43, -1.60, -0.77], [-1.39, 1.20, -0.99], [-0.62, 1.95, -0.37], [1.65, 1.57, 0.13], [0.75, -0.54, 0.15], [-1.47, -0.27, 0.78], [3.10, -0.10, -0.19], [-2.47, -0.45, -1.20], [0.34, 3.25, 0.69], [0.16, 0.25, 2.02], [-0.23, -2.32, -0.22], [-0.10, -1.41, -1.68], [1.28, -2.11, -1.02], [2.52, 2.17, 0.31], [-2.28, -0.28, 1.52]], "mulliken_charge": [-0.3022, 0.3502, -0.1474, -0.2916, -1.0227, -0.3938, 0.2293, -0.1000, 0.2180, -0.1048, -0.4961, 0.4722, 0.3225, 0.4133, 0.3730, 0.3782, 0.4345, 0.3181, 0.3495], "smiles": "Cn1c[nH+]cnnc[nH]c1=O", "mol_weight_da": 154.15, "e_above_lowest_kcal_mol": 112.5, "total_charge": 1, "energy_ha": -543.976583}